The following is a quantum chemistry calculation of 2 unconnected molecules or ions with the total composition C4H14N3 at a distorted geometry, from the Open Molecules 2025 dataset.

Results
HOMO	-12.6	eV
net charge	+1
multiplicity	1
HOMO-LUMO gap	8.849	eV

Positions of all 21 atoms, in Å:
C: 0.63323 -1.93733 -0.52632
H: 0.31374 -2.25099 0.51799
H: 1.62757 -2.34342 -0.78453
H: -2.13946 -0.37592 1.97577
H: -0.04194 -2.53134 -1.12430
H: 0.16851 -1.09103 -2.82269
H: 1.38867 1.49355 -0.49071
N: 0.79528 -0.40340 -2.38429
H: -2.43400 2.10957 2.63350
N: -1.77980 2.25970 1.87567
H: -0.78265 -0.65348 0.90275
H: -1.82522 3.18701 1.49309
C: -1.23149 1.28777 1.18185
H: -0.58330 1.54916 0.34372
N: -1.44722 0.00378 1.33370
C: 1.52465 0.42628 -0.18132
H: 2.59624 0.20755 -0.50730
C: 0.55779 -0.48922 -0.93597
H: 1.37131 0.30359 0.91509
H: 1.75499 -0.64897 -2.64025
H: -0.46691 -0.10285 -0.77547

Forces on atoms 1 to 3 (eV/Å):
C -0.1 -1.3 1.0
H 0.8 0.6 -0.7
H -0.3 0.2 0.6

The following is a quantum chemistry calculation of 2 unconnected molecules or ions with the total composition C4H14N3O at a distorted geometry, from the Open Molecules 2025 dataset.

Results
HOMO	-12.7	eV
net charge	+1
multiplicity	1
HOMO-LUMO gap	9.444	eV

Positions of all 22 atoms, in Å:
H: -1.33802 1.49858 2.60966
H: 1.91732 -1.48452 2.51307
H: -1.71587 1.43182 -0.84016
H: 0.89788 1.91842 0.34537
H: -0.01485 -0.37295 1.67199
N: -0.89977 -1.45120 -2.70203
H: -1.67713 -1.53848 -2.07584
H: -1.04837 -0.72532 -3.52187
H: -1.73974 2.80526 1.97354
H: -0.53849 -2.43171 -3.04768
H: 1.04931 -1.31405 -2.06595
H: 2.89028 -0.90598 1.33046
H: 1.11337 0.64926 2.36386
H: 1.98122 0.57439 -0.23620
O: -1.45532 1.92724 1.80874
C: -0.11218 0.07944 -0.80248
N: 1.94423 -1.19475 1.48956
N: -1.50958 0.35637 -0.85488
C: 0.98473 -0.04530 1.50651
C: 0.86615 0.77095 0.18255
C: 0.15840 -0.82227 -1.88908
H: -1.75357 0.27481 0.24086

Forces on atoms 1 to 3 (eV/Å):
H 0.2 -1.0 2.6
H 0.3 -0.1 -1.8
H 0.8 -2.2 -0.5

The following is a quantum chemistry calculation of 2 unconnected molecules or ions with the total composition C4H14N3O at a distorted geometry, from the Open Molecules 2025 dataset.

Results
HOMO	-14.1	eV
net charge	+1
multiplicity	1
HOMO-LUMO gap	11.183	eV

Positions of all 22 atoms, in Å:
C: 0.56438 -0.38743 -1.21209
H: 0.64089 -2.12220 1.11658
N: 0.89538 0.56237 -2.08269
H: -1.70412 -1.42571 0.20764
H: -2.11728 0.91274 0.77708
C: 0.22724 -1.10741 1.12356
H: -1.69261 -2.00141 1.79890
C: -1.34193 -1.14328 1.19102
H: 1.20197 3.26373 -0.08303
N: 0.32686 -1.66651 -1.52387
H: -2.85168 0.19295 2.11976
O: 0.74802 2.80713 0.63514
H: 1.29382 0.35030 -2.97804
C: -1.88726 0.19834 1.59628
H: 0.44386 -2.35397 -0.77460
H: 0.65165 0.83453 0.52374
N: 0.58474 -0.09757 0.11322
H: 0.35315 -2.06681 -2.45776
H: -0.04721 3.34121 0.76079
H: -1.19895 0.73247 2.30148
H: 0.47116 1.47157 -1.98064
H: 0.63234 -0.62380 2.00169

Forces on atoms 1 to 3 (eV/Å):
C 0.6 -0.2 2.6
H 0.4 0.4 -0.7
N -0.5 0.5 -0.7

The following is a quantum chemistry calculation of a gas-phase ion, C4H14N6PS (charge +1) at a distorted geometry, from the Open Molecules 2025 dataset.

Results
HOMO	-11.9	eV
SMILES string	CN(N)[P@]1(=S)N(C)NC=[NH+]N1C
net charge	+1
multiplicity	1
HOMO-LUMO gap	8.852	eV

Positions of all 26 atoms, in Å:
N: -2.20495 -0.90777 -0.63354
H: 3.37891 0.52589 -0.84894
H: 2.34655 -0.57334 1.56512
C: -0.19825 2.09737 1.56089
N: -2.17939 0.95075 0.75320
H: 2.43899 1.95872 -0.71813
C: -2.80395 0.08573 -0.00731
P: 0.01764 0.51714 -0.64228
N: 2.61077 0.99861 -0.44532
S: -0.25002 1.93982 -1.91303
H: 0.79048 -1.25632 1.08579
N: -0.77192 0.98930 0.85134
H: -0.58071 -1.72453 -2.86880
H: -0.86410 2.39985 2.38651
H: -1.10289 -2.84048 -1.59263
N: 1.55119 0.17194 -0.22745
H: -2.84935 -1.45852 -1.20035
H: -3.85519 0.15192 0.15974
C: 1.82949 -1.00512 0.70653
N: -0.82818 -1.09299 -0.66528
H: 2.30902 -1.83727 0.24636
H: -2.59091 1.53432 1.43144
C: -0.46905 -1.98828 -1.78495
H: 0.74041 1.85216 1.96330
H: 0.53912 -2.36374 -1.62238
H: -0.09924 2.92175 0.81553

Forces on atoms 1 to 3 (eV/Å):
N -2.1 0.9 -0.2
H 0.6 -0.1 -0.9
H 0.4 -0.3 -0.2

The following is a quantum chemistry calculation of 2 unconnected molecules or ions with the total composition C4H14NO at a distorted geometry, from the Open Molecules 2025 dataset.

Results
HOMO	-16.1	eV
net charge	+1
multiplicity	1
HOMO-LUMO gap	13.146	eV

Positions of all 20 atoms, in Å:
H: 1.46505 2.05912 -1.52668
C: 0.25073 -2.06043 -0.51346
H: -0.54221 -0.82470 1.66901
H: -1.61877 1.04044 -0.63631
H: -0.06411 -2.76895 0.44594
O: 1.40727 1.20891 -1.97659
C: 0.18086 1.15815 1.44387
H: 0.84023 0.00052 -0.71746
C: -0.52075 -0.03125 0.89701
H: 1.07266 0.87844 2.07244
C: -1.81330 0.24798 0.13770
H: -2.49975 0.67938 0.91883
H: 1.45009 -0.73997 0.41024
N: 0.52759 -0.68772 -0.03895
H: -2.28269 -0.66337 -0.28719
H: 1.38521 1.10885 -2.96497
H: 1.09897 -2.47601 -1.05543
H: -0.33902 1.88728 2.07635
H: -0.71320 -1.81573 -1.03939
H: 0.71514 1.79905 0.68505

Forces on atoms 1 to 3 (eV/Å):
H 0.1 0.3 -1.4
C -3.1 -0.5 1.9
H -0.9 0.6 -0.2

The following is a quantum chemistry calculation of 2 unconnected molecules or ions with the total composition C4H14NO at a distorted geometry, from the Open Molecules 2025 dataset.

Results
HOMO	-15.1	eV
net charge	+1
multiplicity	1
HOMO-LUMO gap	11.813	eV

Positions of all 20 atoms, in Å:
N: 0.81787 0.49847 -0.65878
H: 0.14173 0.20814 -1.37569
H: 1.37601 1.06555 2.71390
H: 2.00115 1.94694 1.36669
C: 0.35916 0.62409 0.74639
H: 1.60760 -0.15941 -0.66333
H: 2.34553 0.14350 1.55502
C: 1.57823 0.94414 1.60216
H: 1.09736 1.31909 -1.15528
H: -1.64558 -0.36074 -3.28797
O: -0.66955 -0.34214 -3.16716
H: -0.09892 -0.35996 -4.00370
H: -1.56744 -1.00081 -0.66614
H: 0.30205 -1.57641 0.89154
H: -0.45550 -0.70463 2.31580
C: -1.66106 -0.99697 0.42199
H: -0.40302 1.35357 0.82483
H: -2.26984 -1.80172 0.90983
C: -0.36646 -0.66795 1.17327
H: -2.48932 -0.13276 0.45663

Forces on atoms 1 to 3 (eV/Å):
N 0.1 -0.9 -1.0
H -0.7 -1.1 0.2
H -0.3 -0.4 -1.4

The following is a quantum chemistry calculation of 4 unconnected molecules or ions with the total composition C4H14NO2, from the Open Molecules 2025 dataset.

Results
HOMO (spin up / spin down)	-9.3 / -10.4	eV
multiplicity	2
HOMO-LUMO gap (spin up / spin down)	10.164 / 9.119	eV

Positions of all 21 atoms, in Å:
H: -1.83146 -0.08612 0.68728
H: 0.93402 -2.31826 0.61784
C: 0.21320 -0.58343 1.08932
H: -1.01446 -2.13160 -0.99133
O: -1.77047 -2.07275 -1.60551
H: -1.37659 1.85810 -0.80817
H: 0.93560 0.42805 2.85317
C: 1.03644 -0.40399 2.18630
H: -0.51637 0.40852 -1.36418
H: 1.84306 -1.11001 2.34130
H: 0.32732 1.66978 -0.53147
C: -0.86897 0.41050 0.76186
H: -0.98595 1.18013 1.51888
O: 1.96926 4.25953 -1.53868
C: -0.61262 1.13372 -0.56216
H: -2.69367 -7.51877 1.27244
H: -2.68226 -7.14267 1.92101
N: 0.33351 -1.58446 0.23246
H: -1.97846 -2.95750 -1.91989
H: 2.84629 4.57091 -1.78961
H: 1.64342 3.79747 -2.32286

Forces on atoms 1 to 3 (eV/Å):
H -0.1 -0.3 0.0
H 0.3 0.3 -0.2
C -0.6 0.0 -0.8

The following is a quantum chemistry calculation of 2 unconnected molecules or ions with the total composition C4H14NO2 at a distorted geometry, from the Open Molecules 2025 dataset.

Results
HOMO	-13.8	eV
net charge	+1
multiplicity	1
HOMO-LUMO gap	10.344	eV

Positions of all 21 atoms, in Å:
H: 0.65840 2.38679 0.98409
C: 0.80553 0.40897 0.25636
H: 0.42989 -1.62972 0.03229
H: 1.82891 0.23651 0.52637
H: 1.11799 -0.23867 3.80340
C: -0.18925 -0.73505 0.08321
H: 0.27478 1.20729 2.09822
H: -0.79453 1.64977 0.84235
H: -0.78615 -0.87048 0.98154
H: -0.68584 1.12686 -2.19609
C: -0.61807 0.03273 -2.34455
H: -1.40757 -1.68520 -1.37934
O: 0.46505 -0.83566 3.41117
H: -2.14231 -0.30704 -0.85233
O: 0.72007 -0.33588 -2.57294
H: 0.79772 -1.68534 3.73912
C: -1.14085 -0.67761 -1.11964
H: -1.26475 -0.15070 -3.21078
H: 0.83555 0.90496 -0.70146
H: 0.92703 -0.30446 -3.51154
N: 0.16841 1.50193 1.13056

Forces on atoms 1 to 3 (eV/Å):
H 0.0 0.0 0.2
C -1.9 1.2 -1.4
H -0.1 -0.1 -0.2

Energy relative to the best compared isomer or geometry (same formula, charge and spin) for every record listed, in sequence, given in eV: 1.1615 4.3727 0.7758 0.2545 1.3551 1.0658 0.4484 1.4311.